Here is an isolated molecule of C5H10O from the Open Molecules 2025 dataset. Energies are from the ωB97M-V functional and the def2-TZVPD basis.

XYZ file:
```
16
C5H10O the ωB97M-V functional and the def2-TZVPD basis
C -2.21298 0.02714 0.12621
C -1.04564 -0.30884 -0.67284
O -0.21743 0.61424 -1.26026
C 0.51261 0.01146 -0.19453
C 1.71768 -0.76621 -0.69427
C 0.76272 0.88759 1.00065
H -2.99495 0.21298 -0.61524
H -2.04002 0.94550 0.68572
H -2.55617 -0.76330 0.79527
H -0.54021 -1.37570 -0.63376
H 1.45118 -1.42505 -1.52592
H 2.48206 -0.06494 -1.05314
H 2.16296 -1.37107 0.10399
H 1.14660 0.31107 1.85071
H -0.13872 1.41148 1.32744
H 1.51031 1.65366 0.75995
```

For the HOMO-LUMO gap, the calculation gives 9.32 eV. Its structure (SMILES) is C[C@H]1OC1(C)C. As for the net charge: 0. The value obtained for the highest occupied orbital energy is -8.2699 eV.

---

Here is a cluster of 2 separate species, C5H10O in total from the Open Molecules 2025 dataset. Energies are from the ωB97M-V functional and the def2-TZVPD basis.

XYZ file:
```
16
C5H10O the ωB97M-V functional and the def2-TZVPD basis
C -1.17093 1.29116 1.66083
C -1.27856 -0.01332 1.31463
C -0.24462 -0.85932 0.73250
C -0.38397 -1.54057 -0.40346
C -1.61252 -1.96813 -1.14666
H -1.91621 2.01474 1.35080
H -0.55056 1.54839 2.51637
H -2.23727 -0.53815 1.23960
H 0.80386 -0.87093 1.03020
H 0.46990 -1.86159 -0.99157
H -2.49482 -1.36469 -0.93198
H -1.88735 -3.01021 -0.93783
H -1.46642 -2.06668 -2.21937
O 3.79739 2.49947 -1.52387
H 2.84595 2.47710 -1.45609
H 4.18884 1.81644 -0.97866
```

For the HOMO-LUMO gap, the calculation gives 8.73 eV. Its structure (SMILES) is C=C/C=C\C.O. As for the net charge: 0. The value obtained for the highest occupied orbital energy is -8.2611 eV.

---

Here is an isolated molecule of C5H10O from the Open Molecules 2025 dataset. Energies are from the ωB97M-V functional and the def2-TZVPD basis.

XYZ file:
```
16
C5H10O the ωB97M-V functional and the def2-TZVPD basis
C 1.37039 1.74683 1.00585
C 0.41716 1.20321 -0.01200
C -0.42526 0.18799 0.18648
O -0.65920 -0.39033 1.40401
C -1.09254 -0.56240 -0.92327
C -0.52659 -1.98649 -0.96798
H 1.43619 1.12494 1.90850
H 2.37995 1.75496 0.57716
H 1.10189 2.76447 1.30355
H 0.45689 1.64393 -1.00408
H -0.26666 0.16743 2.08836
H -2.17984 -0.59053 -0.78626
H -0.88148 -0.04074 -1.86272
H -0.96459 -2.56555 -1.78555
H -0.72670 -2.50220 -0.02453
H 0.56037 -1.95552 -1.10751
```

For the HOMO-LUMO gap, the calculation gives 9.35 eV. Its structure (SMILES) is C/C=C(\O)CC. As for the net charge: 0. The value obtained for the highest occupied orbital energy is -8.4517 eV.

---

Here is a cluster of 2 separate species, C5H10O in total from the Open Molecules 2025 dataset. Energies are from the ωB97M-V functional and the def2-TZVPD basis.

XYZ file:
```
16
C5H10O the ωB97M-V functional and the def2-TZVPD basis
O 0.74038 -1.49938 1.44277
C 0.85511 -1.06377 0.09784
C 1.22445 0.42125 0.07550
C -0.12815 1.05885 0.17884
C -1.00769 0.29736 -0.49950
C -0.55443 -1.12765 -0.52118
H 1.58680 -1.31499 1.86896
H 1.56119 -1.68244 -0.46418
H 1.95825 0.71892 0.83059
H 1.63705 0.70651 -0.90534
H -0.29877 1.90288 0.83242
H -1.87257 0.59454 -1.07556
H -1.19967 -1.69263 0.17109
H -0.61285 -1.61578 -1.49701
H -1.65354 2.49022 -0.22938
H -2.24268 2.05237 -0.09466
```

For the HOMO-LUMO gap, the calculation gives 9.67 eV. Its structure (SMILES) is OC1CC=CC1.[H][H]. As for the net charge: 0. The value obtained for the highest occupied orbital energy is -8.7885 eV.

---

Here is an isolated molecule of C5H10O from the Open Molecules 2025 dataset. Energies are from the ωB97M-V functional and the def2-TZVPD basis.

XYZ file:
```
16
C5H10O the ωB97M-V functional and the def2-TZVPD basis
C 1.83687 0.07970 -0.33559
C 0.43178 0.20553 0.26692
C -0.44576 1.19293 -0.52742
C -0.33408 -1.13742 0.31891
C -1.75677 -0.77720 0.67722
O -2.73113 -0.96007 -0.01168
H 2.34343 1.05290 -0.36086
H 1.79352 -0.29182 -1.36670
H 2.47573 -0.60188 0.23811
H 0.55215 0.56333 1.30037
H -0.27885 1.06829 -1.60251
H -0.30401 2.23424 -0.23455
H -1.50566 0.99310 -0.38274
H 0.06763 -1.82860 1.07314
H -0.31866 -1.62441 -0.66248
H -1.82618 -0.16861 1.60988
```

For the HOMO-LUMO gap, the calculation gives 10.83 eV. Its structure (SMILES) is CC(C)CC=O. As for the net charge: 0. The value obtained for the highest occupied orbital energy is -9.7579 eV.

---

Here is a cluster of 2 separate species, C5H10O in total from the Open Molecules 2025 dataset. Energies are from the ωB97M-V functional and the def2-TZVPD basis.

XYZ file:
```
16
C5H10O the ωB97M-V functional and the def2-TZVPD basis
C 1.60904 0.39482 -0.82921
C 0.79602 0.93050 0.34400
C 0.80514 -0.04656 1.47897
O -0.21713 0.13371 2.50224
C -0.33892 -0.94550 1.79624
C -2.16002 -0.78020 -0.89832
H 2.64835 0.20132 -0.54734
H 1.61649 1.11553 -1.64737
H 1.19219 -0.54300 -1.20570
H 1.20515 1.88558 0.69120
H -0.23753 1.12270 0.04148
H 1.77132 -0.31108 1.89873
H -1.77389 -1.22649 0.04586
H -1.37776 -0.69271 -1.66683
H -2.59964 0.21484 -0.73794
H -2.93880 -1.45346 -1.26599
```

For the HOMO-LUMO gap, the calculation gives 10.21 eV. As for the net charge: 0. The value obtained for the highest occupied orbital energy is -9.4956 eV.

---

Here is a structure of composition C5H10O from the Open Molecules 2025 dataset. Energies are from the ωB97M-V functional and the def2-TZVPD basis.

XYZ file:
```
16
C5H10O the ωB97M-V functional and the def2-TZVPD basis
O 1.68425 0.13177 1.61289
C 1.49014 -0.61895 0.51743
C 0.34648 -0.57379 -0.28497
C -1.12632 -0.75950 0.37631
C -1.76732 0.33923 -0.43298
C -0.32474 0.80419 -0.59688
H 0.93438 0.73920 1.71218
H 2.14332 0.88276 -1.30959
H 2.32891 -1.27929 0.32638
H 0.45967 -1.20559 -1.16931
H -1.09362 -0.54511 1.44625
H -1.44007 -1.79350 0.20328
H -2.21006 -0.01018 -1.37176
H -2.46761 0.99152 0.09086
H -0.04210 1.57305 0.13989
H 1.44993 1.16904 -1.49016
```

For the HOMO-LUMO gap (alpha / beta), the calculation gives 8.26 / 7.04 eV. As for the net charge: 0. The value obtained for the highest occupied orbital energy (alpha / beta) is -7.5479 / -6.8292 eV.

---

Here is a cluster of 2 separate species, C5H10O in total from the Open Molecules 2025 dataset. Energies are from the ωB97M-V functional and the def2-TZVPD basis.

XYZ file:
```
16
C5H10O the ωB97M-V functional and the def2-TZVPD basis
O -1.85716 0.30800 0.89728
C -1.29589 0.25888 -0.40651
C -0.55293 -1.07526 -0.65753
C 0.88513 -0.74334 -0.32648
C 1.07623 0.57109 -0.24246
C -0.19858 1.33716 -0.46662
H -2.47674 -0.42969 0.97783
H -2.08861 0.44384 -1.14738
H -0.98580 -1.87978 -0.04560
H -0.63965 -1.37983 -1.70975
H 1.66933 -1.48308 -0.18847
H 2.03148 1.04399 -0.03232
H -0.36950 2.07836 0.31601
H -0.19485 1.86729 -1.42927
H 2.78375 -0.66087 2.36460
H 2.21378 -0.25674 2.09666
```

For the HOMO-LUMO gap, the calculation gives 10.26 eV. Its structure (SMILES) is OC1CC=CC1.[H][H]. As for the net charge: 0. The value obtained for the highest occupied orbital energy is -9.2527 eV.

---

Taking the records one at a time from the top gives energy relative to the best compared isomer or geometry (same formula, charge and spin) values of 2.831; 3.290; 0.593; 2.968; 0.605; 3.600; 5.703; 1.672 eV.